Molecular formula: C4H14N2O2
Method: DFT, ωB97M-V with the def2-TZVPD basis set

```
22
Properties=species:S:1:pos:R:3:mulliken_charge:R:1
C -0.72 -0.50 1.13 -0.13
C 0.37 -1.13 0.23 -0.86
C -0.09 -1.27 -1.25 0.92
C -0.86 -2.37 -1.53 -0.90
N 0.38 -0.32 -2.03 -0.26
N -1.78 -1.43 1.49 -0.53
H -0.24 -0.22 2.09 0.37
H -1.15 0.38 0.66 0.22
H 0.61 -2.18 0.51 0.33
H 1.20 -0.43 0.23 0.35
H -1.12 -2.69 -2.54 0.34
H -1.29 -2.88 -0.65 0.31
H 0.93 0.45 -1.64 0.19
H 0.02 -0.05 -2.93 0.29
H -2.40 -1.32 2.28 0.22
H -2.30 -1.73 0.69 0.11
H -0.07 4.17 0.67 0.32
H -0.03 2.77 1.34 0.31
O 0.52 3.49 1.02 -0.62
H 2.21 2.96 -0.21 0.33
H 3.35 2.23 0.38 0.28
O 2.44 2.06 0.07 -0.58
```

Summary:
spin multiplicity	2
total charge	+1
frontier orbital gap (alpha / beta)	9.710 / 5.734	eV
<S²>	0.761

Molecular formula: C4H14N2O2
Method: DFT, ωB97M-V with the def2-TZVPD basis set

```
22
Properties=species:S:1:pos:R:3:mulliken_charge:R:1
O 1.66 1.13 1.69 -0.38
C 0.69 1.25 1.03 0.10
C -0.21 -0.02 0.75 0.08
C -0.45 -0.19 -0.78 -0.81
C -1.84 0.13 -1.24 -0.72
N -2.08 1.67 -1.48 -0.33
N 0.65 -1.17 1.22 -0.44
H 0.29 2.15 0.53 0.21
H -1.12 -0.06 1.35 0.42
H -0.13 -1.24 -0.93 0.38
H 0.37 0.23 -1.39 0.48
H -2.67 -0.12 -0.59 0.42
H -2.07 -0.24 -2.25 0.36
H -1.50 2.00 -2.25 0.38
H -1.81 2.27 -0.70 0.28
H -3.07 1.83 -1.72 0.38
H 0.04 -1.80 1.77 0.35
H 1.37 -0.90 1.91 0.41
H 1.25 -1.75 0.62 0.42
H 3.76 -2.49 0.89 0.32
H 3.72 -0.96 0.69 0.31
O 3.16 -1.72 0.89 -0.61
```

Summary:
spin multiplicity	1
total charge	+2
frontier orbital gap	11.300	eV

Molecular formula: C4H14N2O3P2
Method: DFT, ωB97M-V with the def2-TZVPD basis set

```
25
Properties=species:S:1:pos:R:3:mulliken_charge:R:1
C -1.55 -3.20 0.20 -1.38
C -1.30 -1.63 0.14 -0.31
P 0.51 -1.33 -0.07 -0.09
P 0.39 0.56 -1.18 0.55
O -0.95 0.92 -1.62 -0.64
C 1.18 1.96 -0.15 0.27
C 2.68 1.80 0.05 -1.48
O 0.38 2.14 1.07 -0.33
N 0.14 0.93 1.75 -0.42
H -1.20 -3.62 1.12 0.42
H -2.58 -3.50 0.29 0.37
H -1.06 -3.87 -0.48 0.41
H -1.66 -1.28 1.11 0.24
H -1.90 -1.29 -0.74 0.37
H 0.54 -2.21 -1.22 0.02
H 1.23 0.56 -2.38 0.08
H 1.08 2.89 -0.68 0.30
H 2.84 1.27 0.87 0.45
H 3.14 2.77 0.14 0.35
H 3.16 1.38 -0.81 0.38
H -0.79 0.95 2.28 0.24
H 0.87 0.76 2.40 0.22
N -2.78 3.49 0.51 -0.01
O -3.55 2.54 0.36 -0.22
H -1.93 3.30 -0.16 0.23
```

Summary:
structure (SMILES)	CCP[P@@H](=O)[C@H](C)ON.N=O
spin multiplicity	1
frontier orbital gap	9.209	eV

Molecular formula: C4H14N2O4
Method: DFT, ωB97M-V with the def2-TZVPD basis set

```
24
Properties=species:S:1:pos:R:3:mulliken_charge:R:1
C -1.07 1.35 1.28 -1.19
C -0.21 1.05 0.03 0.58
C -0.34 2.17 -1.01 -0.91
O 0.20 3.38 -0.52 -0.51
N -0.47 -0.26 -0.53 -0.27
C 0.54 -1.15 -0.82 0.44
N 0.13 -2.24 -1.54 -0.34
O 1.62 -1.15 -0.24 -0.64
H -1.47 2.36 1.18 0.34
H -1.89 0.63 1.34 0.32
H -0.47 1.28 2.18 0.22
H 0.82 1.03 0.38 0.07
H 0.16 1.88 -1.94 0.34
H -1.39 2.34 -1.25 0.41
H 1.15 3.28 -0.44 0.33
H -1.37 -0.48 -0.90 0.44
H 0.67 -3.07 -1.65 0.22
H -0.78 -2.24 -1.98 0.17
O -2.23 -2.61 0.32 -0.65
H -1.61 -3.23 0.76 0.34
H -1.77 -1.78 0.55 0.29
O 1.98 -0.05 2.32 -0.60
H 2.18 -0.70 3.00 0.28
H 2.41 -0.35 1.51 0.34
```

Summary:
structure (SMILES)	C[C@H](CO)NC(N)=O.O.O
spin multiplicity	1
frontier orbital gap	10.236	eV

Molecular formula: C4H14N2OS
Method: DFT, ωB97M-V with the def2-TZVPD basis set

```
22
Properties=species:S:1:pos:R:3:mulliken_charge:R:1
N -0.87 -0.04 1.17 -0.46
C -0.77 1.25 0.41 -0.77
C -0.17 0.83 -1.09 0.62
N -1.02 -0.15 -1.62 -0.70
C 1.27 0.17 -1.04 -1.04
C 2.51 1.05 -0.73 -0.51
S 2.84 2.42 -1.81 -0.25
H -1.67 -0.67 0.98 0.16
H -0.71 0.20 2.19 0.21
H -1.68 1.75 0.15 0.31
H -0.02 1.93 0.97 0.37
H -0.20 1.83 -1.75 0.18
H -0.65 -1.03 -1.53 0.23
H -1.98 -0.27 -1.23 0.24
H 1.32 -0.41 -2.04 0.35
H 1.28 -0.51 -0.13 0.29
H 3.37 0.31 -0.77 0.37
H 2.54 1.46 0.36 0.30
H 3.87 2.97 -1.09 0.12
O -3.45 -4.35 2.82 -0.60
H -2.91 -5.07 2.71 0.30
H -2.89 -3.65 3.05 0.30
```

Summary:
structure (SMILES)	NC[C@H](N)CCS.O
spin multiplicity	1
frontier orbital gap	9.225	eV

Molecular formula: C4H14N2OS
Method: DFT, ωB97M-V with the def2-TZVPD basis set

```
22
Properties=species:S:1:pos:R:3:mulliken_charge:R:1
C -0.31 0.99 -1.56 -1.40
C 0.43 0.56 -0.34 0.49
C 1.11 -0.80 -0.66 -1.05
S 0.22 -2.36 -0.09 -0.22
N -0.34 0.50 0.89 -0.14
C 0.12 1.16 2.14 -0.59
N 1.37 0.57 2.57 -0.61
H 0.33 1.29 -2.39 0.38
H -1.23 0.51 -1.94 0.26
H -0.89 1.93 -1.33 0.42
H 1.34 1.14 -0.18 0.06
H 1.26 -1.03 -1.71 0.47
H 2.11 -0.97 -0.28 0.42
H 0.35 -2.90 -1.32 0.15
H -1.33 0.61 0.73 0.22
H 0.30 2.25 2.06 0.32
H -0.70 0.86 2.80 0.35
H 1.33 -0.43 2.44 0.26
H 2.15 0.95 2.07 0.27
O -2.91 -1.61 -1.14 -0.66
H -2.05 -1.46 -0.72 0.26
H -2.66 -1.79 -2.04 0.33
```

Summary:
structure (SMILES)	C[C@H](CS)NCN.O
spin multiplicity	1
frontier orbital gap	9.589	eV

Calculated strongest force on any atom, 3.90; 2.32; 4.19; 2.23; 3.76; 3.72 eV/Å (same order as the records).
Calculated molar mass, 122.17; 122.17; 200.12; 154.17; 138.24; 138.24 g/mol (same order as the records).
Calculated energy relative to the best compared isomer or geometry (same formula, charge and spin), 154.5; 58.1; 614.2; 3.5; 168.6; 98.5 kJ/mol (same order as the records).